No. 1
The following is a DFT calculation (wB97M-V/def2-TZVPD) of C33H25N4O4Pd as an isolated structure in a non-equilibrium geometry.

## Properties
2S+1 = 1
energy = -52252.028 eV
total charge = +1
Kohn-Sham gap = 6.40 eV

The geometry in XYZ format:
```
67
Properties=species:S:1:pos:R:3:mulliken_charge:R:1
Pd 0.228 -0.795 0.073 0.369
C 4.506 0.487 0.496 -0.586
O 3.961 -0.047 1.710 -0.470
C 2.697 -0.366 1.456 0.410
N 2.285 -0.197 0.237 0.238
C 3.397 0.270 -0.571 -0.533
C 3.077 1.524 -1.349 0.322
C 2.178 2.463 -0.863 -0.025
C 1.915 3.610 -1.591 -0.610
C 2.561 3.840 -2.795 -0.570
C 3.473 2.913 -3.274 -0.663
C 3.720 1.754 -2.560 -0.551
C 1.803 -0.906 2.460 -0.313
C 2.029 -1.000 3.819 -0.437
C 1.020 -1.539 4.629 -0.656
C -0.182 -1.943 4.069 -0.817
C -0.353 -1.838 2.694 -0.054
N 0.653 -1.360 1.902 0.263
C -1.486 -2.183 1.888 0.344
N -1.638 -1.610 0.718 0.225
C -2.601 -2.387 -0.045 -0.221
C -3.070 -3.456 0.982 -0.520
O -2.338 -3.171 2.175 -0.448
C -1.939 -2.976 -1.279 0.496
C -2.705 -3.204 -2.416 -0.663
C -2.123 -3.716 -3.564 -0.679
C -0.764 -3.980 -3.596 -0.536
C 0.008 -3.755 -2.468 -0.695
C -0.575 -3.281 -1.301 0.049
H 5.439 -0.031 0.275 0.312
H 4.710 1.551 0.647 0.397
H 3.667 -0.522 -1.283 0.725
H 1.688 2.299 0.093 0.305
H 1.203 4.333 -1.219 0.454
H 2.358 4.746 -3.348 0.428
H 3.984 3.082 -4.210 0.416
H 4.420 1.024 -2.943 0.422
H 2.973 -0.675 4.230 0.633
H 1.175 -1.623 5.691 0.500
H -0.978 -2.348 4.673 0.606
H -3.430 -1.741 -0.359 0.665
H -2.811 -4.472 0.666 0.377
H -4.136 -3.409 1.204 0.313
H -3.758 -2.962 -2.409 0.454
H -2.731 -3.886 -4.440 0.411
H -0.307 -4.352 -4.500 0.416
H 1.070 -3.947 -2.496 0.411
H 0.054 -3.209 -0.395 0.193
O -1.022 0.600 -3.545 -0.714
C -0.746 0.403 -2.382 0.539
O 0.034 -0.479 -1.923 -0.384
C -1.383 1.312 -1.309 0.073
C -2.364 2.255 -1.654 -0.969
C -2.901 3.036 -0.667 -0.875
C -2.428 2.914 0.657 1.018
C -2.883 3.703 1.735 -0.805
C -2.357 3.535 2.988 -0.730
C -1.343 2.589 3.221 -0.814
C -0.877 1.808 2.200 0.124
C -1.416 1.941 0.909 -0.446
N -0.952 1.159 -0.087 1.199
H -2.651 2.315 -2.692 0.642
H -3.673 3.755 -0.895 0.455
H -3.648 4.446 1.559 0.452
H -2.711 4.136 3.813 0.406
H -0.927 2.485 4.211 0.468
H -0.083 1.083 2.348 0.253
```

***

No. 2
The following is a DFT calculation (wB97M-V/def2-TZVPD) of C33H26Br2CrN2O5P as an isolated structure in a non-equilibrium geometry.

## Properties
2S+1 = 5
energy = -225649.534 eV
total charge = -1
Kohn-Sham gap (alpha / beta) = 5.46 / 6.71 eV

The geometry in XYZ format:
```
70
Properties=species:S:1:pos:R:3:mulliken_charge:R:1
Cr -0.418 -1.099 0.100 -0.099
Br -0.587 0.933 1.536 -0.206
C -2.022 1.830 0.095 -0.911
Br -2.133 0.359 -1.205 -0.067
H -1.649 2.738 -0.386 0.470
H -2.990 2.005 0.558 0.512
O 2.603 -3.774 -1.415 -0.847
C 2.045 -2.674 -1.392 -0.283
O 0.912 -2.424 -0.904 -0.275
C 2.828 -1.507 -2.077 0.247
C 3.944 -1.887 -2.820 -0.620
C 4.714 -0.969 -3.514 -0.543
C 4.378 0.376 -3.483 -0.739
C 3.281 0.782 -2.748 -0.287
C 2.503 -0.129 -2.030 0.249
P 1.088 0.510 -1.073 2.105
C 1.736 1.823 0.086 0.410
C 0.816 2.682 0.796 0.657
C 1.271 3.620 1.700 -0.636
C 2.639 3.733 1.952 -0.605
C 3.531 2.897 1.310 -0.758
C 3.077 1.943 0.393 -1.109
C 0.218 1.489 -2.383 0.331
C -0.616 0.780 -3.285 -0.591
C -1.296 1.442 -4.284 -0.615
C -1.186 2.829 -4.405 -0.550
C -0.380 3.532 -3.536 -0.680
C 0.325 2.858 -2.533 -0.301
H 4.195 -2.938 -2.849 0.498
H 5.571 -1.308 -4.084 0.388
H 4.966 1.104 -4.029 0.410
H 3.029 1.836 -2.728 0.393
H -0.339 2.594 0.620 -0.485
H 0.562 4.248 2.225 0.471
H 3.000 4.459 2.671 0.367
H 4.590 2.963 1.528 0.405
H 3.800 1.275 -0.059 0.475
H -0.703 -0.296 -3.208 0.449
H -1.915 0.879 -4.971 0.428
H -1.727 3.348 -5.186 0.376
H -0.286 4.607 -3.629 0.408
H 0.965 3.430 -1.871 0.376
O -2.056 0.305 7.813 -0.517
C -1.188 0.622 6.820 0.632
O -0.305 1.409 7.039 -0.599
C -1.394 -0.035 5.506 0.999
C -2.415 -0.953 5.237 -1.007
C -2.566 -1.540 3.987 -1.337
C -1.698 -1.231 2.934 0.706
C -0.651 -0.293 3.253 0.119
C -0.498 0.292 4.476 -0.626
N -1.747 -1.739 1.643 1.130
C -2.621 -2.673 1.264 -0.021
C -2.558 -3.122 -0.096 0.042
C -3.431 -4.109 -0.599 -1.219
C -3.305 -4.488 -1.910 -0.223
C -2.320 -3.892 -2.708 -1.241
C -1.504 -2.937 -2.144 0.014
N -1.592 -2.536 -0.876 0.632
H -2.731 -0.328 7.553 0.262
H -3.135 -1.246 5.995 0.099
H -3.380 -2.238 3.845 0.254
H 0.198 -0.083 2.362 -0.011
H 0.307 0.993 4.648 0.572
H -3.368 -3.119 1.915 0.188
H -4.182 -4.554 0.041 0.429
H -3.960 -5.243 -2.328 0.398
H -2.194 -4.172 -3.744 0.410
H -0.727 -2.458 -2.727 0.444
O 0.681 -1.525 1.317 -0.748
```

***

No. 3
The following is a DFT calculation (wB97M-V/def2-TZVPD) of C33H26FN2O3S4Tl as an isolated structure.

## Properties
2S+1 = 1
energy = -94517.740 eV
total charge = -2
Kohn-Sham gap (alpha / beta) = 4.93 / 4.31 eV

The geometry in XYZ format:
```
70
Properties=species:S:1:pos:R:3:mulliken_charge:R:1
Tl -3.186 0.242 -0.554 0.418
S -0.662 2.702 2.464 -0.476
C -0.192 3.836 1.239 0.268
C -0.147 5.233 1.316 -0.542
C 0.267 5.983 0.229 -0.348
C 0.649 5.382 -0.968 -0.727
C 0.610 3.998 -1.081 -0.391
C 0.193 3.273 0.018 0.085
S 0.005 1.518 0.072 0.165
C 0.741 -0.053 -1.905 -0.478
C -0.266 -0.616 -2.876 0.592
C 0.025 -0.589 -4.236 -0.744
C -0.925 -1.080 -5.135 -0.567
C -2.076 -1.637 -4.642 -0.607
C -2.262 -1.711 -3.239 1.013
C -3.387 -2.372 -2.701 -1.439
S -5.351 -0.367 -2.375 -0.391
C -4.813 0.282 -3.919 0.093
C -5.377 -0.232 -5.092 -0.467
C -4.994 0.191 -6.354 -0.534
C -4.013 1.172 -6.462 -0.433
C -3.440 1.691 -5.315 -0.715
C -3.802 1.270 -4.026 0.324
S -2.971 2.007 -2.664 -0.396
N -1.383 -1.139 -2.384 -0.061
H -0.439 5.719 2.239 0.381
H 0.290 7.065 0.312 0.335
H 0.961 5.985 -1.812 0.362
H 0.874 3.490 -1.993 0.456
H 0.829 -0.705 -1.030 0.055
H 1.716 -0.011 -2.399 0.382
H 0.948 -0.140 -4.576 0.331
H -0.767 -1.009 -6.205 0.363
H -2.850 -2.012 -5.297 0.312
H -3.442 -2.598 -1.647 0.369
H -4.114 -2.814 -3.364 0.322
H -6.140 -0.995 -4.982 0.340
H -5.455 -0.238 -7.237 0.322
H -3.687 1.524 -7.435 0.311
H -2.662 2.441 -5.392 0.374
C 5.220 -1.789 2.944 -1.462
C 4.278 -1.375 4.072 0.146
C 4.246 -2.473 5.128 -1.040
C 3.109 -2.269 6.114 -1.038
C 1.814 -2.272 5.358 0.901
C 0.657 -2.834 5.850 -0.897
C -0.524 -2.738 5.124 0.175
F -1.646 -3.305 5.653 -0.389
C -0.584 -2.084 3.926 -0.815
C 0.582 -1.517 3.408 0.320
C 0.492 -0.792 2.106 0.802
O -0.502 -0.921 1.405 -0.613
C 1.645 0.030 1.799 0.551
C 2.834 -0.188 2.504 -1.385
N 2.937 -1.081 3.566 0.407
C 1.795 -1.632 4.098 -0.438
C 1.659 1.013 0.787 0.432
O 2.636 1.640 0.371 -0.846
O 0.460 1.288 -1.525 -0.073
H 6.207 -2.014 3.353 0.414
H 5.327 -1.012 2.191 0.434
H 4.836 -2.684 2.451 0.348
H 4.671 -0.456 4.531 0.248
H 5.217 -2.493 5.628 0.415
H 4.117 -3.440 4.629 0.389
H 3.240 -1.304 6.617 0.317
H 3.104 -3.038 6.889 0.405
H 0.652 -3.328 6.814 0.447
H -1.502 -1.990 3.362 0.643
H 3.719 0.374 2.256 0.540
```

***

For the records above, the corresponding M values read 648.0, 773.4, 850.2 u.